Entry from the Open Molecules 2025 dataset: a 2-piece molecular cluster, C11H14N2 overall (ωB97M-V/def2-TZVPD).

Positions of all 27 atoms, in Å:
C: 2.052 2.778 0.800
C: 1.047 2.568 -0.261
C: -0.278 2.955 -0.264
N: -0.767 2.843 -1.601
C: 0.396 2.455 -2.354
N: 1.438 2.405 -1.557
H: 2.979 3.099 0.321
H: 2.319 1.921 1.498
H: 1.594 3.469 1.559
H: -0.912 2.755 0.635
H: -1.670 3.012 -1.832
H: 0.339 2.313 -3.395
C: -1.188 -4.174 -0.343
C: -0.826 -2.800 0.185
C: -1.705 -1.988 0.982
C: -1.234 -0.787 1.461
C: 0.040 -0.394 1.196
C: 0.906 -1.093 0.325
C: 0.454 -2.272 -0.215
H: -0.810 -4.968 0.358
H: -0.697 -4.329 -1.239
H: -2.171 -4.430 -0.284
H: -2.586 -2.317 1.273
H: -1.944 -0.224 2.129
H: 0.141 0.692 1.259
H: 1.880 -0.694 0.171
H: 1.201 -2.796 -0.807

Forces on atoms 1 to 2 (eV/Å):
-0.1 -0.7 2.3
-1.1 1.7 -1.3

As for the spin multiplicity: 1. As for the HOMO energy: -8.457 eV. As for the relative energy (zero: lowest compared OMol25 entry of this formula, charge and spin): 47.6 kcal/mol. The total energy is -14612.3554 eV. As for the gap between HOMO and LUMO: 0.34430 Eh. As for the SMILES: Cc1c[nH]cn1.Cc1ccccc1. The lowest unoccupied orbital energy is 0.91 eV. The total charge is 0. The max |F| is 6.65 eV/A.

Now the Mulliken charges, all in e: C -1.149; C 0.813; C -0.293; N -0.054; C -0.291; N -0.709; H 0.411; H 0.233; H 0.280; H 0.284; H 0.107; H 0.450; C -1.523; C 0.857; C -0.703; C -0.447; C -0.223; C -0.413; C -0.561; H 0.276; H 0.377; H 0.452; H 0.556; H 0.286; H 0.233; H 0.445; H 0.306